# CH4N2O3S

One molecule with the formula CH4N2O3S in a non-equilibrium geometry (ωB97M-V with the def2-TZVPD basis set, the Open Molecules 2025 dataset).

Structure (XYZ):
```
11
Properties=species:S:1:pos:R:3
N -0.448 -0.060 1.810
C -0.530 -0.708 0.659
O -0.625 -1.992 0.502
S -0.263 0.562 -0.679
N 1.085 -0.178 -1.331
O 0.159 1.839 -0.145
O -1.403 0.405 -1.555
H -0.597 -0.604 2.655
H -0.127 0.982 1.719
H 0.886 -0.750 -2.158
H 1.862 0.505 -1.475
```

Computed properties:
F_max ... 6.0 eV/Å
SMILES ... NC(=O)S(N)(=O)=O
E_LUMO ... 0.0210 Eh
Frontier orbital gap ... 10.88 eV
Energy relative to the best compared isomer or geometry (same formula, charge and spin) ... 0.6526 eV

# CH4FN2

A 2-piece molecular cluster, CH4FN2 overall in a non-equilibrium geometry (ωB97M-V with the def2-TZVPD basis set, the Open Molecules 2025 dataset).

Structure (XYZ):
```
8
Properties=species:S:1:pos:R:3
C -0.767 -0.347 0.197
N 1.623 -0.360 0.097
N -1.033 0.871 0.115
F -1.552 -1.368 0.213
H 2.006 -1.246 0.267
H 1.887 -0.287 -0.975
H -0.127 1.492 0.016
H -2.038 1.246 0.069
```

Computed properties:
F_max ... 4.0 eV/Å
E_LUMO (alpha / beta) ... -0.2586 / -0.2246 Eh
Charge ... +1
Frontier orbital gap (alpha / beta) ... 9.71 / 10.05 eV
Energy relative to the best compared isomer or geometry (same formula, charge and spin) ... 5.2466 eV

# CHO5P

CHO5P as an isolated structure in a non-equilibrium geometry (ωB97M-V with the def2-TZVPD basis set, the Open Molecules 2025 dataset).

Structure (XYZ):
```
8
Properties=species:S:1:pos:R:3
C 1.022 0.332 0.592
O -2.116 0.341 -1.402
O -0.017 1.084 0.634
O 2.077 0.941 0.167
O -1.440 -1.381 0.447
O 0.331 -0.326 -1.207
P -1.022 -0.364 -0.597
H 1.167 -0.627 1.365
```

Computed properties:
F_max ... 5.6 eV/Å
E_LUMO ... 0.2729 Eh
Charge ... -2
Frontier orbital gap ... 7.58 eV
Energy relative to the best compared isomer or geometry (same formula, charge and spin) ... 2.1290 eV

# C4H15BO3V

C4H15BO3V as an isolated structure in a non-equilibrium geometry (ωB97M-V with the def2-TZVPD basis set, the Open Molecules 2025 dataset).

Structure (XYZ):
```
24
Properties=species:S:1:pos:R:3
V -1.108 0.266 0.203
B -3.261 0.733 0.647
H -2.839 0.538 1.621
H -2.755 1.571 0.192
H -3.181 -0.110 -0.022
H -4.287 1.031 0.794
C 0.253 0.886 -2.872
O -0.755 0.577 -1.952
H -0.129 1.612 -3.589
H 1.207 1.302 -2.548
H 0.574 -0.007 -3.409
C 1.249 2.166 1.379
O 0.028 1.522 1.676
H 1.372 2.618 0.395
H 1.435 2.993 2.064
H 2.184 1.614 1.473
C 1.770 -2.433 -0.014
C 0.767 -2.383 1.027
O -0.558 -1.899 0.711
H 1.164 -2.803 -0.842
H 2.662 -3.023 0.198
H 2.230 -1.541 -0.440
H 1.247 -1.847 1.846
H 0.729 -3.382 1.460
```

Computed properties:
F_max ... 4.6 eV/Å
Multiplicity ... 5
E_LUMO (alpha / beta) ... 0.1138 / -0.0070 Eh
Charge ... -1
Frontier orbital gap (alpha / beta) ... 6.67 / 4.25 eV

# C3H8N4S

One molecule with the formula C3H8N4S in a non-equilibrium geometry (ωB97M-V with the def2-TZVPD basis set, the Open Molecules 2025 dataset).

Structure (XYZ):
```
16
Properties=species:S:1:pos:R:3
H -1.118 1.538 0.955
N -1.442 0.539 0.581
C -0.227 0.254 0.052
N 1.080 0.897 0.117
S 1.146 2.018 1.246
N -0.199 -0.908 -0.744
C 1.139 -1.559 -0.891
N -1.076 -1.863 -1.177
C -2.300 -1.834 -0.718
H 1.881 0.228 0.154
H 1.629 3.178 0.493
H 1.137 -2.440 -1.541
H 2.046 -0.900 -1.341
H 1.508 -2.022 0.151
H -2.696 -1.077 0.191
H -2.929 -2.605 -1.101
```

Computed properties:
F_max ... 6.8 eV/Å
SMILES ... [H]/N=C(\NS)N(C)N=C
E_LUMO ... 0.0196 Eh
Frontier orbital gap ... 9.19 eV
Energy relative to the best compared isomer or geometry (same formula, charge and spin) ... 4.1749 eV

# C13H32BINOP

A 2-piece molecular cluster, C13H32BINOP overall (ωB97M-V with the def2-TZVPD basis set, the Open Molecules 2025 dataset).

Structure (XYZ):
```
50
Properties=species:S:1:pos:R:3
C 6.244 -1.760 -0.440
C 4.955 -1.835 -1.231
I 5.185 -3.413 -2.730
C 4.508 -0.513 -1.820
B 3.223 -0.370 -2.800
P 1.506 -0.744 -1.950
C 1.507 -2.586 -1.610
O 1.734 -0.238 -0.287
H 6.065 -1.134 0.443
H 6.593 -2.736 -0.099
H 7.040 -1.281 -1.014
H 4.157 -2.242 -0.605
H 5.387 -0.047 -2.287
H 4.280 0.097 -0.930
H 3.200 -1.124 -3.761
H 3.109 0.787 -3.178
H 0.551 -3.053 -1.865
H 1.719 -2.794 -0.553
H 2.298 -3.081 -2.177
H 1.570 -0.986 0.294
C -3.035 3.242 3.332
C -3.101 3.411 1.820
C -3.857 2.298 1.098
C -3.448 0.844 1.310
N -2.091 0.373 0.827
C -2.118 -1.144 0.832
C -2.640 -1.545 -0.535
C -1.918 -0.540 -1.431
C -1.814 0.750 -0.625
C -0.992 0.864 1.704
H -2.536 2.319 3.632
H -2.489 4.064 3.794
H -4.037 3.226 3.765
H -2.102 3.544 1.400
H -3.627 4.340 1.589
H -3.913 2.519 0.031
H -4.896 2.310 1.444
H -4.167 0.212 0.790
H -3.478 0.581 2.368
H -1.085 -1.472 0.945
H -2.694 -1.474 1.695
H -3.728 -1.494 -0.603
H -2.339 -2.569 -0.750
H -2.382 -0.377 -2.400
H -0.872 -0.840 -1.572
H -2.500 1.539 -0.915
H -0.795 1.135 -0.668
H -1.182 0.546 2.728
H -0.940 1.946 1.655
H -0.055 0.448 1.338
```

Computed properties:
F_max ... 0.5 eV/Å
E_LUMO ... -0.0087 Eh
Frontier orbital gap ... 5.93 eV

# C3H4P2

A 2-piece molecular cluster, C3H4P2 overall in a non-equilibrium geometry (ωB97M-V with the def2-TZVPD basis set, the Open Molecules 2025 dataset).

Structure (XYZ):
```
9
Properties=species:S:1:pos:R:3
C -2.282 0.043 -0.799
C -3.056 -0.465 -0.061
C 1.391 0.846 -0.586
P 0.434 2.111 -1.150
P 1.667 0.395 1.064
H -1.441 0.442 -1.345
H -3.928 -0.803 0.476
H 1.971 0.151 -1.116
H 2.450 -0.739 0.789
```

Computed properties:
F_max ... 2.4 eV/Å
E_LUMO (alpha / beta) ... -0.0695 / -0.0731 Eh
Frontier orbital gap (alpha / beta) ... 6.13 / 5.97 eV
Energy relative to the best compared isomer or geometry (same formula, charge and spin) ... 4.1363 eV

# HN5

One molecule with the formula HN5 in a non-equilibrium geometry (ωB97M-V with the def2-TZVPD basis set, the Open Molecules 2025 dataset).

Structure (XYZ):
```
6
Properties=species:S:1:pos:R:3
N -2.997 -0.411 0.019
N -2.365 0.547 0.022
N -0.882 -1.327 -0.060
N -1.278 1.007 0.014
N -0.325 -0.337 -0.024
H 0.466 0.292 0.274
```

Computed properties:
F_max ... 8.7 eV/Å
Multiplicity ... 3
E_LUMO (alpha / beta) ... 0.0086 / -0.1106 Eh
Frontier orbital gap (alpha / beta) ... 7.03 / 7.26 eV